C39H28Cl6N8O4S3SeSr | ωB97M-V/def2-TZVPD

Molar mass: 1148.20 g mol⁻¹
Lowest unoccupied orbital energy: -0.8 eV
Relative energy (zero: lowest compared OMol25 entry of this formula, charge and spin): 315.6 kcal per mole
HOMO level: -7.00 eV
Gap between HOMO and LUMO: 0.22707 hartree

Element x y z (Å)
Sr 0.51947 -0.02366 0.63747
C -0.51988 3.36847 3.36380
C -1.81898 3.35379 2.62347
N -2.05827 2.66788 1.55613
C -3.38576 2.88865 1.12687
C -4.08399 3.78734 1.85992
S -3.12665 4.35189 3.16915
C -3.91196 2.22380 -0.11650
C -4.32711 2.90321 -1.22182
S -4.54504 1.79871 -2.51905
C -4.12985 0.46713 -1.47702
N -3.90018 0.85669 -0.24840
C -3.95677 -0.91896 -2.00929
H 0.30087 3.50108 2.65935
H -0.37264 2.41398 3.87284
H -0.50293 4.16589 4.10544
H -5.10510 4.09736 1.71451
H -4.39740 3.96771 -1.37133
H -4.18863 -1.14035 -3.04198
H -3.87266 -1.73656 -1.33043
H -2.75067 -1.33198 -1.80058
N -0.43851 -2.25386 3.84618
C -1.50655 -2.69700 3.08974
C -2.12503 -3.93800 3.03605
C -3.08812 -4.08723 2.07359
C -3.39091 -3.05063 1.18410
C -2.77971 -1.79832 1.22096
C -1.80262 -1.63159 2.22807
N -0.91957 -0.57176 2.49007
C -0.08800 -1.02357 3.40326
C 1.14850 -0.28708 3.71176
C 1.98708 -0.44808 4.77133
S 3.33582 0.58645 4.60943
C 2.72208 1.17253 3.12164
N 1.59651 0.63224 2.78417
H 0.07091 -2.79908 4.52078
H -1.84437 -4.74764 3.69636
H -3.58949 -5.03975 1.96298
H -4.12084 -3.26123 0.41362
H -2.66600 -1.37755 0.18355
H 1.88053 -1.09903 5.62311
H 3.22697 1.92830 2.53719
N 2.99187 -0.25400 0.27793
C 3.89777 -0.86760 -0.05981
C 5.04859 -1.66909 -0.35653
C 5.78134 -2.20329 0.70124
C 6.87971 -2.99902 0.42779
C 7.24483 -3.25091 -0.88804
C 6.51291 -2.71217 -1.93777
C 5.40813 -1.92038 -1.67803
H 5.48314 -1.99102 1.71869
H 7.44926 -3.42581 1.24197
H 8.10723 -3.87044 -1.09586
H 6.80364 -2.91053 -2.96032
H 4.82351 -1.49369 -2.48166
C -0.86981 5.03302 -0.86515
N -0.21417 4.19257 -1.84661
C 0.72655 3.26049 -1.59223
Se 1.38810 2.79703 0.05895
N 1.09051 2.71372 -2.77111
C 0.30602 3.23060 -3.79297
C 0.25243 2.96857 -5.15046
C -0.65316 3.70536 -5.89655
C -1.46967 4.67421 -5.30612
C -1.41310 4.93440 -3.94616
C -0.51041 4.18950 -3.20561
H -0.38429 4.87270 0.09318
H -1.92296 4.76111 -0.78947
H -0.77411 6.07852 -1.15852
H 1.56285 1.82023 -2.79214
H 0.87668 2.21023 -5.60255
H -0.73531 3.52260 -6.95935
H -2.16207 5.23063 -5.92317
H -2.04955 5.67782 -3.48561
O -0.70080 -2.41575 -0.56830
Cl -0.62161 -0.55360 -2.74689
O -1.86088 0.52037 -0.58034
O 0.90843 -0.33388 -2.39039
O -1.02258 0.72360 -3.34130
Cl 2.80769 -3.65099 2.75049
C 1.58641 -4.03956 1.50071
C 1.00869 -2.98008 0.85397
C 0.00101 -3.44485 -0.09783
Cl -1.41591 -0.91127 -0.92813
C -0.23892 -4.75705 -0.44199
Cl -1.30150 -5.10657 -1.76355
C 0.42156 -5.76179 0.28170
Cl 0.10602 -7.41924 -0.08469
C 1.30337 -5.40331 1.28669
Cl 2.06801 -6.64158 2.23143

=====

C39H28CoN4O3P2S | ωB97M-V/def2-TZVPD

Molar mass: 753.63 g mol⁻¹
Lowest unoccupied orbital energy (spin up / spin down): -6.0 / -6.9 eV
Relative energy (zero: lowest compared OMol25 entry of this formula, charge and spin): 5.1 kcal per mole
Multiplicity: 4
HOMO level (spin up / spin down): -12.03 / -13.86 eV
Gap between HOMO and LUMO (spin up / spin down): 0.22010 / 0.25454 hartree
Charge: +2

Element x y z (Å)
Co 1.00976 1.18368 -0.28100
O 1.26079 0.01472 1.22450
S -0.24193 -0.36673 1.30979
C -0.89500 0.67460 2.60383
C -1.87112 0.20848 3.47154
C -2.44680 1.07696 4.39002
C -2.05165 2.40195 4.42743
C -1.11897 2.87930 3.51539
C -0.54625 2.04485 2.56037
P 0.55474 2.79720 1.28327
C 1.22482 4.31004 1.96595
C 2.42599 4.22871 2.67194
C 2.93848 5.36268 3.28072
C 2.26037 6.56919 3.17444
C 1.07018 6.65039 2.46118
C 0.54338 5.52316 1.85230
C -0.48433 3.28580 -0.22226
C 0.24198 3.76000 -2.03999
C -0.88165 3.66485 -3.05288
C -2.13139 3.35213 -2.71843
C -2.64892 3.02915 -1.37277
C -1.95703 2.97314 -0.23430
C -0.16268 -2.07452 1.86205
C -0.03864 -2.36794 3.20869
C 0.05021 -3.69250 3.62313
C 0.01594 -4.71753 2.69560
C -0.04765 -4.42190 1.33871
C -0.12419 -3.10772 0.89542
P 0.05385 -2.87508 -0.89638
C 1.38631 -3.76195 -1.61502
C 1.28298 -4.93285 -2.25887
C 2.38535 -5.47972 -3.04872
C 3.48992 -4.76820 -3.27483
C 3.71303 -3.42259 -2.65156
C 2.65330 -2.94323 -1.62697
C -1.47666 -3.01458 -1.75828
C -1.54822 -3.47714 -3.07408
C -2.77290 -3.48110 -3.72239
C -3.90720 -3.01870 -3.07058
C -3.83336 -2.53928 -1.76631
C -2.62073 -2.53782 -1.10495
H -2.18555 -0.82570 3.44317
H -3.19650 0.70846 5.07754
H -2.48213 3.07686 5.15539
H -0.84094 3.92551 3.53739
H 2.95671 3.28647 2.74292
H 3.86788 5.30619 3.83101
H 2.66473 7.45555 3.64512
H 0.55187 7.59601 2.37468
H -0.37783 5.59611 1.28859
H 1.18687 4.07602 -2.47511
H -0.62189 3.87870 -4.08146
H -2.86928 3.34141 -3.51119
H -3.71249 2.82812 -1.31987
H -2.44391 2.74551 0.70567
H 0.00259 -1.57319 3.93961
H 0.15015 -3.91368 4.67747
H 0.07150 -5.74804 3.02000
H -0.00753 -5.22830 0.61471
H 0.34948 -5.48553 -2.24994
H 2.25901 -6.45934 -3.49007
H 4.27803 -5.15949 -3.90697
H 4.73576 -3.35038 -2.27753
H 3.00423 -2.70440 -0.62179
H -0.66100 -3.80286 -3.59697
H -2.84027 -3.83920 -4.74059
H -4.86013 -3.02833 -3.58339
H -4.72337 -2.17769 -1.26902
H -2.55874 -2.18179 -0.08266
O 0.56744 -1.39036 -0.78262
N 0.88802 -0.27406 -1.62404
C 1.83402 -0.58393 -2.56401
C 2.03025 0.49222 -3.47581
N 2.10376 1.39402 -4.18945
C 2.58008 -1.79607 -2.61134
N 3.40445 -2.24170 -3.51565
O -0.15043 4.52650 -0.86778
N 0.29105 2.54052 -1.24167

=====

C39H29F7O9S | ωB97M-V/def2-TZVPD

Molar mass: 806.71 g mol⁻¹
Lowest unoccupied orbital energy: -2.1 eV
Relative energy (zero: lowest compared OMol25 entry of this formula, charge and spin): 282.1 kcal per mole
SMILES: C#CCCCc1ccc2c(c1C(F)(F)C(F)(F)C(F)(F)F)C(=O)C(O)=C(CSCC)C2=O.O=C1C=CC(=O)C=C1.O=C1C=CC(=O)C=C1.O=C1C=CC(=O)C=C1
HOMO level: -8.75 eV
Gap between HOMO and LUMO: 0.24593 hartree

Element x y z (Å)
C -3.17682 -3.14761 0.96535
C -1.88894 -3.24468 1.27420
C -0.31471 -3.21293 1.71143
C 0.00762 -1.72076 2.25049
C 0.96006 -0.83962 1.27048
C 0.08211 0.43519 0.76901
C -0.08874 1.59776 1.86914
C -0.90102 2.91327 1.57211
C -1.50525 3.05771 0.11914
C -1.31066 1.92606 -1.00146
C -0.53123 0.55302 -0.70948
C -0.37243 -0.59798 -1.80716
F -1.50105 -0.68903 -2.73682
F -0.29764 -1.95001 -1.24592
C 0.93337 -0.33877 -2.76547
F 1.64789 0.79876 -2.22428
F 0.55254 0.01521 -4.12905
C 1.90367 -1.62256 -2.90855
F 2.60581 -1.98209 -1.71452
F 2.93623 -1.23462 -3.86953
F 1.25297 -2.76785 -3.52781
C -1.96351 2.29983 -2.43157
O -1.44974 2.07102 -3.56951
C -3.38577 3.10286 -2.34478
O -4.45598 2.82067 -3.30432
C -3.56948 4.12524 -1.32288
C -4.89793 5.02048 -1.15313
S -6.14327 4.11861 -0.06825
C -6.92187 2.71817 -1.02175
C -6.14220 1.34971 -0.59088
C -2.35874 4.39921 -0.25882
O -2.12580 5.54733 0.24815
H -4.26032 -2.82469 0.70679
H 0.37991 -3.59012 0.87741
H -0.26298 -3.91646 2.64299
H 0.51062 -1.70504 3.30361
H -1.02050 -1.17133 2.31220
H 1.82046 -0.40204 1.92053
H 1.44188 -1.43847 0.41801
H 0.40181 1.47243 2.91612
H -1.04542 3.76194 2.33389
H -4.42867 3.63173 -3.89087
H -4.59086 5.96432 -0.53876
H -5.32466 5.29182 -2.19262
H -6.79032 2.89107 -2.15324
H -8.04229 2.63695 -0.74711
H -5.57762 0.92606 -1.50452
H -6.97408 0.58101 -0.30517
H -5.44772 1.51591 0.31693
O -3.64485 -0.82629 8.50584
C -2.95240 -0.57929 7.53549
C -2.81551 -1.54398 6.42433
C -2.05459 -1.27310 5.36235
C -1.31777 0.00310 5.25109
O -0.62382 0.25046 4.27844
C -1.45450 0.96780 6.36186
C -2.21533 0.69713 7.42385
H -3.36240 -2.47384 6.52100
H -1.94266 -1.96879 4.53969
H -0.90756 1.89775 6.26501
H -2.32734 1.39272 8.24625
O 3.62034 -2.06219 2.52339
C 4.55397 -1.45964 3.02420
C 5.91123 -1.52827 2.44431
C 6.93310 -0.86998 2.99454
C 6.75113 -0.04311 4.20595
O 7.68360 0.55894 4.70643
C 5.39343 0.02546 4.78587
C 4.37180 -0.63284 4.23554
H 6.02754 -2.13770 1.55650
H 7.93404 -0.90976 2.58323
H 5.27699 0.63486 5.67368
H 3.37058 -0.59312 4.64687
O 5.43586 -4.18365 -6.60122
C 4.82544 -3.28808 -7.15789
C 4.98028 -3.03886 -8.60636
C 4.31320 -2.05661 -9.21479
C 3.38996 -1.17702 -8.46724
O 2.77991 -0.28179 -9.02418
C 3.23517 -1.42628 -7.01890
C 3.90241 -2.40868 -6.41046
H 5.65972 -3.69244 -9.13964
H 4.41530 -1.85964 -10.27477
H 2.55568 -0.77276 -6.48544
H 3.80040 -2.60552 -5.35164

=====

> The highest molar mass belongs to which entry?

C39H28Cl6N8O4S3SeSr